<i>
Molecular formula: C4H10IN2S
Method: DFT, wB97M-V/def2-TZVPD

As for the charge: +1. As for the HOMO-LUMO gap: 7.9699 eV. As for the spin multiplicity: 1. The highest occupied orbital energy is -13.0508 eV. As for the lowest unoccupied orbital energy: -5.081 eV.

Last column: natural (NBO) charge in e.
Atoms and positions in Å:
C1 0.14 0.87 0.34  -0.0037
C2 0.02 -1.62 0.50  0.1368
C3 0.37 -0.38 -0.12  -0.0545
C4 0.75 2.05 -0.26  -0.7071
N1 -0.77 -1.63 1.72  -0.7495
N2 1.07 -0.59 -1.31  -0.8090
S1 0.50 -2.99 -0.28  0.1588
I1 -3.01 0.51 -0.28  -0.0618
H1 -0.39 1.13 1.28  0.2402
H2 1.12 2.78 0.62  0.2721
H3 0.01 2.64 -0.97  0.2754
H4 1.63 1.83 -0.94  0.2326
H5 -1.01 -2.61 2.10  0.4301
H6 -1.46 -0.95 1.80  0.4095
H7 2.06 -0.80 -1.21  0.4088
H8 -2.96 1.75 0.59  0.0974
H9 0.98 0.11 -2.07  0.4264
H10 0.95 -2.11 -1.51  0.2976

***

<ii>
Molecular formula: C4H10IN2S
Method: DFT, wB97M-V/def2-TZVPD

As for the charge: +1. As for the HOMO-LUMO gap: 8.8441 eV. As for the spin multiplicity: 1. The highest occupied orbital energy is -12.9481 eV. As for the lowest unoccupied orbital energy: -4.104 eV.

Last column: natural (NBO) charge in e.
Atoms and positions in Å:
C1 0.19 0.87 -0.71  -0.2754
C2 -1.23 0.45 -0.43  -0.0915
C3 -0.52 1.20 0.61  0.0545
C4 1.26 -0.16 -0.88  -0.6500
N1 -1.31 -0.94 -0.35  -0.8399
N2 -0.05 0.04 2.07  -0.7897
S1 -2.47 1.47 -1.34  0.0322
I1 -0.71 3.05 1.56  0.3527
H1 0.43 1.86 -1.22  0.2721
H2 1.23 -0.45 -1.85  0.2424
H3 1.33 -1.06 -0.36  0.2304
H4 2.28 0.16 -0.68  0.2463
H5 -2.15 -1.30 0.08  0.3936
H6 -1.22 -1.38 -1.26  0.4041
H7 0.74 -0.45 1.69  0.4274
H8 -0.67 -0.77 2.16  0.4230
H9 0.01 0.49 2.98  0.4351
H10 -1.72 2.59 -1.38  0.1328

***

Most stable structure, least stable structure: <i>, <ii>.